No. 1
11
Properties=species:S:1:pos:R:3:forces:R:3 method="wB97M-V/def2-TZVPD" multiplicity=1 smiles="C[C@H]1OC1=O.O=S" homo_energy_ev="-9.5 / -9.5" lumo_energy_ha="-0.0629 / -0.0629" relative_energy_ev=4.496
C -0.9496 0.1616 1.3225 1.195 0.154 -0.298
C 0.0725 0.2162 0.1588 0.430 0.553 0.228
O 1.3367 1.0299 0.4025 1.290 0.006 0.765
C 1.4659 -0.2744 0.2744 -2.288 -0.022 -0.683
O 2.2100 -1.1894 0.2115 0.867 0.261 0.311
H -0.6113 -0.5571 2.1132 -0.615 0.165 -1.017
H -1.8880 -0.0676 0.8112 -0.116 -0.252 0.727
H -1.0324 1.1113 1.8939 0.019 -0.238 -0.875
H -0.1747 0.5173 -0.8769 -0.816 -0.565 0.977
O -0.9135 -0.3553 -3.0116 -2.052 0.345 0.392
S 0.4845 -0.5925 -3.2995 2.086 -0.405 -0.527

No. 2
6
Properties=species:S:1:pos:R:3:forces:R:3 method="wB97M-V/def2-TZVPD" multiplicity=1 smiles="CP=O" homo_energy_ev="-9.8 / -9.8" lumo_energy_ha="-0.0810 / -0.0810" relative_energy_ev=3.923
C 0.2168 -0.1756 0.1660 3.186 0.538 -0.058
P 1.3732 -1.4333 0.9749 5.799 4.182 -3.091
O 3.1246 -0.5484 0.4152 -7.012 -3.555 2.228
H 0.2720 0.5599 0.9856 0.014 0.317 -0.351
H 0.7002 0.2465 -0.7663 -0.182 -0.365 1.295
H -0.7915 -0.2944 -0.0599 -1.806 -1.118 -0.023

No. 3
34
Properties=species:S:1:pos:R:3:forces:R:3 method="wB97M-V/def2-TZVPD" multiplicity=1 total_charge=-1 homo_energy_ev=-4.9 lumo_energy_ha=0.0968 relative_energy_ev=0.000
C -1.5467 -0.6925 -1.8087 -0.878 0.798 0.283
C -1.2192 -1.1504 -0.4958 -0.556 -0.018 -0.220
C -1.3227 -0.0751 0.4226 -1.302 0.352 -0.840
H -0.7468 -2.0941 -0.2793 -0.288 -0.465 0.145
C -1.8808 1.0254 -0.3031 -0.088 -0.689 0.059
C -2.0582 0.6662 -1.6401 1.119 -0.646 -0.785
H -2.4261 1.3595 -2.4255 0.366 -0.784 0.566
H -1.4666 -1.2558 -2.7558 -0.218 0.410 0.928
H -1.3746 -0.1214 1.4956 0.469 -0.212 0.046
H -2.3010 1.9197 0.1303 0.355 0.198 0.124
Y 0.9465 -0.3540 -1.0447 -0.075 1.031 -0.141
Br 1.8758 -2.8595 -0.9156 0.084 -0.536 0.149
C 2.2367 0.7485 -3.2010 0.075 -0.348 0.659
C 1.2083 1.5362 -3.7695 -0.555 -0.007 0.095
C 0.2259 0.6599 -4.3126 0.381 0.448 -0.041
H 1.1666 2.6340 -3.7743 0.030 -0.611 -0.024
C 0.6472 -0.6610 -4.0850 0.107 -0.426 0.342
C 1.8770 -0.6301 -3.3686 0.221 0.424 -0.655
H 2.4277 -1.4852 -2.9822 0.037 0.233 -0.609
H 3.1558 1.1037 -2.7128 -0.395 -0.084 -0.377
H -0.7052 0.9692 -4.8023 0.480 -0.165 0.246
H 0.1172 -1.5844 -4.3728 0.331 0.648 0.188
F -1.0872 0.3517 6.3968 -0.377 0.291 0.409
C -0.6088 0.1897 5.1695 0.829 -0.785 -0.993
C -0.4192 1.2769 4.3021 -0.115 -0.367 0.202
F -0.7582 2.5161 4.6935 -0.302 -0.119 -0.005
C 0.1813 1.0787 3.0708 0.545 -0.119 -0.671
F 0.1836 2.0428 2.1109 0.032 -0.024 1.370
C 0.8488 -0.1130 2.7427 -1.224 0.082 0.941
S 2.0339 -0.0800 1.4848 0.272 -0.332 -0.576
C 0.4982 -1.2220 3.5547 0.339 0.036 -0.358
F 0.8664 -2.4426 3.1080 -0.061 0.376 0.676
C -0.1964 -1.1011 4.7732 0.368 0.962 -0.710
F -0.3789 -2.1563 5.5941 -0.004 0.447 -0.421

No. 4
150
Properties=species:S:1:pos:R:3:forces:R:3 method="wB97M-V/def2-TZVPD" multiplicity=2 total_charge=-2 homo_energy_ev="-0.7 / -4.6" lumo_energy_ha="0.1032 / 0.1032"
C -2.9086 2.1108 -19.2350 -0.233 -1.066 0.014
C -4.1169 2.7480 -18.5943 -1.401 0.278 0.495
C -3.7491 3.6506 -17.4095 -0.439 0.401 0.311
O -4.8995 4.1839 -16.6766 0.948 -1.428 -0.771
C -5.4318 3.2628 -15.6736 0.228 0.760 -0.734
N -4.9004 3.6135 -19.5991 1.657 -0.558 1.782
H -5.1758 4.4482 -19.1017 -0.542 0.682 0.063
H -4.1846 3.8612 -20.2673 -0.220 0.512 -1.347
H -5.6871 3.0980 -19.9672 -0.585 -0.225 -0.787
H -2.5396 1.4149 -18.4816 0.762 0.418 0.178
H -2.1803 2.8048 -19.6546 0.101 0.189 0.592
H -3.1026 1.4191 -20.0548 -0.696 0.259 -0.132
H -4.8670 2.0381 -18.2459 0.312 -0.289 -0.143
H -3.1818 4.4484 -17.8890 -0.298 0.752 0.439
H -3.0384 3.2016 -16.7157 -0.236 -0.523 -0.099
H -5.4008 2.2071 -15.9434 0.193 -0.081 -0.414
H -6.4778 3.5392 -15.5414 0.219 0.066 0.171
H -4.8652 3.3825 -14.7501 -0.055 -0.030 0.084
C -5.0590 8.1754 -13.0086 0.269 1.366 -0.196
C -3.8379 7.4156 -13.4118 -0.676 -1.799 -1.726
C -3.0396 6.9564 -12.2393 -0.250 1.699 -0.258
O -1.9778 6.1834 -12.6786 -1.061 -0.615 0.532
C -1.5298 5.3448 -11.6491 1.856 -1.026 -0.310
N -4.2959 6.1841 -14.2201 1.078 0.458 1.173
H -4.6157 6.4994 -15.1247 -0.761 0.182 -1.275
H -3.5330 5.5403 -14.3737 0.628 -0.126 -0.053
H -5.0086 5.6430 -13.7518 -1.027 -0.239 0.321
H -5.4854 7.7885 -12.0831 -0.314 -0.048 -0.258
H -5.7660 8.3114 -13.8270 -0.210 -0.581 0.111
H -4.7241 9.2008 -12.8517 -0.024 0.156 0.477
H -3.2282 7.9142 -14.1652 0.087 0.393 0.335
H -3.7283 6.5518 -11.4976 0.187 -0.919 0.012
H -2.6920 7.8863 -11.7892 0.366 0.284 0.372
H -1.0008 4.5325 -12.1475 0.128 -0.047 0.015
H -2.2564 4.8551 -11.0006 -0.599 0.477 -0.180
H -0.7786 5.8728 -11.0618 -0.060 0.091 0.394
C -8.6242 -1.9722 -19.7579 2.227 -2.498 -2.440
C -9.1371 -1.1907 -18.6687 -2.166 1.766 1.579
C -8.1824 -0.9816 -17.4587 -0.435 0.536 0.058
O -8.8091 -0.0570 -16.5526 -0.947 -1.336 0.207
C -8.1586 0.2292 -15.2896 1.530 0.237 -1.264
N -9.7493 0.0859 -19.2376 0.482 -1.773 -0.527
H -9.0591 0.4222 -19.8938 0.900 1.525 -0.551
H -10.5064 -0.2213 -19.8313 -0.378 0.013 -0.225
H -10.1450 0.8105 -18.6558 0.177 1.117 1.001
H -7.9194 -1.5121 -20.4504 0.459 0.414 0.521
H -9.2559 -2.5059 -20.4680 -1.277 0.663 0.210
H -8.1849 -2.8743 -19.3320 0.734 0.111 0.248
H -10.0473 -1.7314 -18.4095 0.149 -0.018 1.235
H -7.1513 -0.7123 -17.6880 -0.130 0.915 -0.644
H -7.9686 -2.0002 -17.1352 -0.677 -0.327 0.978
H -8.6499 0.8844 -14.5704 -0.866 0.043 -0.850
H -7.2900 0.7754 -15.6574 0.529 0.024 0.840
H -7.8446 -0.6388 -14.7098 -0.003 -0.492 -0.410
C -5.6506 -0.2573 -10.4740 -0.913 0.015 -1.285
C -4.7887 -0.0594 -11.7376 -1.624 1.640 -0.294
C -3.4036 0.3496 -11.3975 2.284 -1.472 0.856
O -2.4749 0.2984 -12.4219 -0.412 -0.663 -1.611
C -2.6280 1.2577 -13.4995 1.011 1.076 0.836
N -4.9957 -1.2806 -12.6258 1.463 -0.976 1.502
H -5.7704 -1.8306 -12.2829 -0.714 0.262 -0.248
H -4.9937 -1.2084 -13.6332 -0.723 1.057 -1.720
H -4.2543 -1.9662 -12.6058 1.144 -0.162 0.695
H -5.3246 -1.1189 -9.8912 0.315 0.299 0.311
H -6.6603 -0.4916 -10.8112 -0.218 -0.239 -0.148
H -5.8673 0.6500 -9.9102 0.842 -0.028 0.146
H -5.1298 0.7435 -12.3911 -0.819 0.130 0.295
H -3.0332 -0.3593 -10.6570 0.256 -0.701 0.062
H -3.2392 1.2446 -10.7976 -1.275 0.830 -0.366
H -3.5450 1.3254 -14.0848 -0.365 -0.799 0.352
H -1.7930 1.1311 -14.1887 -0.067 -0.276 0.192
H -2.5028 2.2182 -12.9998 -0.048 0.420 -0.215
C -3.2968 0.1386 -22.6808 -1.824 -0.293 -0.929
C -3.4790 -1.4272 -22.6683 0.610 1.982 0.915
C -4.8488 -1.8442 -22.0176 2.049 -2.529 -0.241
O -4.6735 -3.3475 -22.0524 -0.427 2.757 0.404
C -5.5865 -3.8882 -21.1667 -0.889 -2.693 -0.054
N -3.1644 -2.0100 -24.0422 -2.221 0.528 0.811
H -2.3097 -1.6776 -24.4653 1.798 0.570 -0.255
H -3.1805 -3.0165 -24.1249 0.263 -1.101 0.533
H -3.8507 -1.7454 -24.7344 -0.874 0.565 -0.614
H -4.0284 0.4956 -23.4057 -0.012 0.202 -0.334
H -2.3740 0.6384 -22.9752 0.313 -0.828 0.160
H -3.7003 0.6324 -21.7968 0.262 -0.488 0.386
H -2.6537 -1.8341 -22.0840 -0.471 -0.247 0.397
H -5.8377 -1.5276 -22.3490 0.292 0.095 -1.125
H -4.9124 -1.5903 -20.9595 0.772 0.385 0.052
H -5.6548 -3.5716 -20.1259 0.290 0.916 -0.313
H -5.3409 -4.9447 -21.0592 0.351 -0.244 -0.055
H -6.5711 -3.9664 -21.6278 -0.491 0.589 0.109
C 1.0029 4.4549 -24.7121 0.327 0.373 0.754
C 0.9176 3.7891 -23.2879 1.559 1.985 -0.029
C 0.9274 4.7185 -22.0138 -0.706 -1.019 0.501
O 0.8265 3.9012 -20.8104 -0.920 0.772 -1.772
C 0.0454 4.5320 -19.7900 0.261 -0.971 1.602
N -0.1866 2.8457 -23.2221 0.253 -1.442 -0.040
H -0.0994 2.1265 -23.9259 0.134 -0.260 -0.695
H -0.1866 2.3082 -22.3670 0.057 0.211 0.985
H -1.1193 3.2203 -23.3213 -1.415 1.257 0.253
H 1.9950 4.8984 -24.7972 0.318 -0.480 -0.051
H 0.4052 5.3187 -25.0031 -0.840 -0.265 0.743
H 0.8600 3.7020 -25.4872 0.205 -0.086 0.033
H 1.8582 3.2426 -23.2175 -0.260 -0.568 0.036
H 0.0558 5.3688 -22.0876 0.050 0.265 0.113
H 1.8608 5.2554 -21.8447 0.018 0.294 -0.932
H 0.5659 5.3195 -19.2450 0.419 0.200 -0.371
H -0.0511 3.7284 -19.0599 -0.106 0.119 0.134
H -0.9610 4.8960 -19.9963 0.041 -0.127 -0.997
C -4.1625 -1.3427 -18.0088 0.416 0.199 0.890
F -4.9236 -2.3385 -18.4513 -0.234 -0.190 -0.438
F -3.0927 -1.2082 -18.8233 -0.663 -0.325 0.721
F -4.8579 -0.2067 -18.0583 -0.115 -0.003 -0.332
S -3.7638 -1.6587 -16.2064 3.684 -0.455 2.722
O -3.1181 -2.9788 -16.0821 -1.568 1.082 -1.110
O -2.8520 -0.5913 -15.8237 -0.510 -0.034 -1.255
O -4.9934 -1.5217 -15.4220 -1.207 -0.445 -0.697
C -3.8910 9.0470 -17.3630 -0.243 -0.689 0.409
F -4.5267 9.8660 -16.4349 1.078 -0.572 -1.708
F -3.3924 9.7356 -18.4274 -0.385 -0.234 1.740
F -2.8667 8.4452 -16.6649 -0.577 1.003 -0.877
S -5.0515 7.6828 -17.9318 -1.790 -1.339 0.430
O -6.1676 8.3304 -18.6271 1.666 -0.305 1.213
O -4.2807 6.7491 -18.7304 0.491 0.681 -0.346
O -5.3477 7.0460 -16.6260 -0.112 1.463 -0.557
C -0.2263 4.2893 -15.7385 2.064 -3.404 1.175
F -1.1516 4.2663 -14.8032 -0.586 0.221 2.514
F -0.8931 3.9460 -16.7718 -1.379 -1.270 -4.024
F 0.1748 5.4902 -15.9266 1.373 2.697 0.136
S 1.2474 2.9105 -15.4784 -1.198 -1.655 2.153
O 1.9530 3.4085 -14.3154 0.640 1.402 -0.499
O 0.6060 1.6473 -15.0508 -0.510 1.357 -1.455
O 1.9288 2.8350 -16.7547 -0.324 0.758 0.063
C -9.1946 3.7262 -16.8892 -0.687 0.474 -1.277
F -8.2066 3.1197 -17.5484 0.587 0.217 -1.247
F -9.3467 2.9434 -15.8511 -1.258 -0.561 1.541
F -8.7840 4.9050 -16.4736 0.301 0.687 0.192
S -10.7664 3.9342 -18.0082 0.183 2.011 -0.876
O -10.3493 4.8432 -19.1565 -1.268 -1.754 3.615
O -10.8367 2.5540 -18.5073 -0.727 -0.391 0.524
O -11.8582 4.3886 -17.0532 2.801 -1.170 -2.547
C -7.1822 4.0648 -10.6950 0.399 -0.500 -3.311
F -6.8871 3.0620 -9.8379 -1.034 0.547 -0.105
F -8.4999 4.3625 -10.8398 0.826 -0.945 1.035
F -6.5703 5.1485 -10.3099 0.475 1.210 1.264
S -6.4588 3.6983 -12.4448 -0.766 0.091 -0.975
O -7.0918 2.4927 -12.8918 -0.859 -1.096 0.373
O -6.7524 4.8467 -13.2778 -0.541 0.763 0.713
O -5.0444 3.5565 -12.2814 1.796 -0.154 1.348
Br -7.3221 1.5126 -21.2780 0.132 -0.464 0.312
Br -3.1233 4.5101 -22.5184 0.670 -0.487 -0.077

No. 5
55
Properties=species:S:1:pos:R:3:forces:R:3 method="wB97M-V/def2-TZVPD" multiplicity=1 total_charge=+4 homo_energy_ev="-21.0 / -20.7" lumo_energy_ha="-0.5878 / -0.5497" relative_energy_ev=6.838
N 0.5606 2.3439 -1.0034 0.298 2.458 0.025
C 0.6245 3.4931 -0.9736 -0.110 -0.672 -0.177
C 0.6867 4.9164 -0.9827 0.029 0.258 0.040
H -0.3376 5.2911 -1.0560 0.158 0.246 0.023
H 1.2796 5.2027 -1.8550 -0.040 0.323 0.141
H 1.1648 5.2325 -0.0526 -0.037 0.299 -0.148
N 2.3829 -1.2540 -1.3632 -0.950 0.614 0.375
C 3.3245 -1.8676 -1.4857 1.902 -1.233 -0.513
C 4.5131 -2.6415 -1.7176 -0.155 0.096 0.113
H 5.0808 -2.1186 -2.4915 0.225 -0.282 0.097
H 4.1842 -3.6298 -2.0478 0.369 -0.050 0.018
H 5.0532 -2.6828 -0.7698 0.267 -0.220 -0.219
N -1.6328 -1.0494 -1.0170 -3.932 -2.192 0.165
C -2.6773 -1.5638 -0.9670 2.503 1.173 -0.556
C -3.9453 -2.1922 -0.9815 -0.595 -0.260 0.107
H -3.9177 -3.0129 -0.2583 -0.314 -0.042 -0.152
H -4.1094 -2.5669 -1.9964 -0.270 -0.108 0.166
H -4.6954 -1.4413 -0.7136 -0.160 -0.271 -0.061
Pb 0.3751 0.0450 -1.0644 0.357 0.099 -1.249
C 0.4748 -1.7956 0.6840 0.107 -2.270 1.751
O 0.4923 -2.7016 1.3609 -0.065 1.261 -1.009
C 2.0877 0.7123 0.7049 2.274 0.869 1.739
O 2.9474 1.0659 1.3531 -1.388 -0.501 -1.112
C 0.9478 1.3750 -4.0826 0.245 0.208 -0.331
C -0.4691 1.4453 -3.9591 -1.993 -1.226 -0.034
C -1.2409 0.2551 -3.9594 0.351 2.123 -0.040
C -0.5982 -1.0096 -4.0821 -0.368 -0.097 -0.300
C 0.8128 -1.0791 -4.2044 1.942 1.236 -0.258
C 1.5870 0.1153 -4.2043 -0.353 -2.120 -0.225
H 1.5500 2.2998 -4.1151 -0.374 -0.554 -0.015
H -0.9741 2.4249 -3.8924 0.341 -0.655 -0.084
H -2.3415 0.3164 -3.8945 0.750 -0.039 -0.082
H -1.1964 -1.9370 -4.1122 0.356 0.567 -0.021
H 1.3030 -2.0599 -4.3323 -0.301 0.666 0.066
H 2.6826 0.0681 -4.3305 -0.736 0.007 0.062
C 1.2995 -0.3475 3.7597 0.128 -0.507 -0.043
N 0.2822 0.5848 3.2918 0.020 0.191 -0.321
C 0.4548 1.9791 3.6623 -0.460 0.944 0.049
C -0.8683 0.2598 2.5778 -2.956 -1.746 0.675
S -1.2039 1.1099 1.1580 0.683 0.457 0.490
N -1.8043 -0.6141 3.0415 2.165 2.087 -0.398
C -1.7131 -1.2507 4.3458 0.112 -0.458 0.318
C -3.1016 -0.6759 2.3846 -0.559 -0.237 -0.488
H 1.2906 -0.3231 4.8589 0.108 -0.068 -0.145
H 2.3003 -0.0365 3.4291 -0.325 0.162 0.159
H 1.1148 -1.3614 3.3930 -0.090 0.253 0.251
H -0.3674 2.5822 3.2493 0.354 -0.284 0.243
H 0.4283 2.0449 4.7576 0.140 -0.068 -0.058
H 1.4023 2.3970 3.3080 0.026 -0.271 0.083
H -2.4941 -0.8483 4.9937 0.067 0.011 0.026
H -1.8966 -2.3151 4.1938 0.089 -0.024 0.251
H -0.7309 -1.0936 4.7932 -0.387 -0.113 -0.006
H -3.5479 0.3234 2.2412 0.368 -0.148 0.112
H -3.0489 -1.1680 1.4054 0.136 0.165 0.430
H -3.7755 -1.2460 3.0184 0.048 -0.059 0.069

| no. | E (eV) |
| --- | --- |
| 1 | -20149.87798 |
| 2 | -12417.43313 |
| 3 | -112265.22208 |
| 4 | -318198.45692 |
| 5 | -47723.35709 |